w) ORCA calculation (ωB97M-V with the def2-TZVPD basis set) on 2 unconnected molecules or ions with the total composition CH7N2S.

XYZ file:
```
11
Properties=species:S:1:pos:R:3:mulliken_charge:R:1
S -1.207 3.006 -0.728 -0.8610
H -2.094 3.539 0.113 -0.0548
N -0.070 0.011 0.948 -0.6857
C 0.068 -0.924 -0.156 -0.4493
N 1.465 -1.392 -0.493 -0.5787
H -0.284 0.975 0.529 0.1646
H -1.043 -0.173 1.381 0.2674
H -0.290 -1.916 0.094 0.3722
H -0.470 -0.667 -1.062 0.3888
H 2.044 -0.770 -1.033 0.1912
H 1.881 -1.688 0.408 0.2453
```

Computed properties:
Net charge: -1

---

x) ORCA calculation (ωB97M-V with the def2-TZVPD basis set) on 2 unconnected molecules or ions with the total composition CH7N2S.

XYZ file:
```
11
Properties=species:S:1:pos:R:3:mulliken_charge:R:1
S -1.916 -0.125 -2.216 -0.8195
H -1.674 0.852 -1.334 -0.0708
N 0.970 -0.244 -0.723 -0.5659
C 0.881 0.211 0.644 -0.3741
N -0.303 -0.204 1.401 -0.6551
H 0.117 0.051 -1.231 0.1359
H 0.935 -1.256 -0.649 0.2418
H 0.947 1.318 0.755 0.2672
H 1.826 -0.097 1.110 0.2609
H -0.729 -0.983 0.901 0.2985
H -1.055 0.477 1.343 0.2810
```

Computed properties:
Net charge: -1

---

Pick x): it beats the second-best structure by 26.0 kJ/mol.

---

w) ORCA calculation (ωB97M-V with the def2-TZVPD basis set) on 2 unconnected molecules or ions with the total composition C6H11P.

XYZ file:
```
18
Properties=species:S:1:pos:R:3:mulliken_charge:R:1
C -4.329 -0.981 0.019 -0.2434
C -3.229 -1.215 0.422 -0.6073
C 3.036 -0.875 0.735 -0.7096
C -0.944 1.347 -0.021 -0.9433
C 2.351 -1.067 -0.382 -0.1159
C 0.176 0.479 0.542 -0.6670
P 0.540 -1.018 -0.530 0.0379
H -5.290 -0.741 -0.331 0.4139
H 2.553 -0.622 1.667 0.2569
H 4.112 -0.946 0.765 0.2500
H -2.267 -1.480 0.754 0.4406
H -1.107 2.201 0.630 0.3294
H -0.681 1.719 -1.010 0.3592
H -1.876 0.795 -0.102 0.0772
H 0.571 -0.304 -1.738 -0.0101
H 2.858 -1.354 -1.300 0.2976
H -0.108 0.117 1.534 0.3405
H 1.091 1.066 0.649 0.4932
```

---

x) ORCA calculation (ωB97M-V with the def2-TZVPD basis set) on 2 unconnected molecules or ions with the total composition C6H11P.

XYZ file:
```
18
Properties=species:S:1:pos:R:3:mulliken_charge:R:1
C 0.959 -2.185 -0.167 -0.8644
C 1.872 -0.960 -0.090 -0.1183
C 1.744 0.045 -0.925 -0.0656
C -1.699 2.406 0.571 -0.8686
C -1.368 -0.125 0.765 -0.6540
C -0.891 1.358 0.659 -0.2690
P 1.069 1.117 -1.973 -0.1518
H -0.153 -2.016 0.024 0.2527
H 0.922 -2.548 -1.251 0.2745
H 2.681 -1.081 0.601 0.3715
H 1.222 -2.878 0.619 0.3019
H -2.739 2.503 0.563 0.3444
H -1.164 3.378 0.705 0.2067
H -0.889 -0.662 -0.142 -0.0421
H -1.068 -0.427 1.703 0.3669
H -2.453 -0.157 0.477 0.3165
H 0.083 1.538 0.896 0.5819
H 1.869 0.693 -3.036 0.0170
```

---

Pick w): it beats the second-best structure by 81.4 kJ/mol.

---

w) ORCA calculation (ωB97M-V with the def2-TZVPD basis set) on 2 unconnected molecules or ions with the total composition C4H10FN2.

XYZ file:
```
17
Properties=species:S:1:pos:R:3:mulliken_charge:R:1
C -0.940 -0.681 -0.882 -0.9674
C 0.152 0.343 -1.466 0.1796
N 0.117 0.334 -2.988 -0.3079
F -0.082 1.639 -0.960 -0.2685
H -0.416 -1.192 -0.013 0.2198
H -1.216 -1.444 -1.665 0.3942
H -1.884 -0.145 -0.564 0.3113
H 1.199 -0.009 -1.195 0.3158
H 1.041 0.594 -3.371 0.3711
H -0.033 -0.650 -3.273 0.3843
H -0.642 0.957 -3.301 0.3490
C 0.565 0.535 3.301 -0.7181
C 0.228 -0.917 3.238 0.3210
N -0.036 -2.049 3.189 -0.3797
H 1.174 0.812 2.440 0.2260
H -0.350 1.128 3.297 0.2644
H 1.122 0.746 4.214 0.3053
```

Computed properties:
Net charge: +1

---

x) ORCA calculation (ωB97M-V with the def2-TZVPD basis set) on a gas-phase ion, C4H10FN2 (charge +1).

XYZ file:
```
17
Properties=species:S:1:pos:R:3:mulliken_charge:R:1
C -1.707 0.510 -0.249 -0.5018
C -0.737 -0.642 -0.561 -0.5849
C 0.523 1.043 0.500 -0.4102
C 1.318 -1.224 0.784 -0.9102
N -0.903 1.693 -0.327 -0.1504
N 0.687 -0.251 -0.141 -0.0361
F -0.314 1.693 -1.648 -0.2179
H -2.554 0.529 -0.969 0.3478
H -2.002 0.409 0.718 0.3841
H -1.038 -1.544 -0.140 0.4238
H -0.761 -0.700 -1.632 0.3625
H 1.437 1.702 0.245 0.3386
H 0.274 1.139 1.558 0.3720
H 1.307 -2.229 0.407 0.3937
H 2.417 -0.869 0.812 0.3749
H 0.980 -1.091 1.744 0.3730
H 1.072 -0.168 -1.102 0.4411
```

Computed properties:
Net charge: +1

---

Pick w): it beats the second-best structure by 269.0 kJ/mol.

---

w) ORCA calculation (ωB97M-V with the def2-TZVPD basis set) on a single C24H30N4O4 molecule.

XYZ file:
```
62
Properties=species:S:1:pos:R:3:mulliken_charge:R:1
C -0.805 4.058 2.154 -0.4834
C 0.064 4.812 1.154 -0.3347
H -0.263 5.854 1.085 0.3749
H 1.112 4.788 1.465 0.1834
O -0.086 4.330 -0.168 -0.5131
C 0.343 3.091 -0.546 0.3514
C -0.226 2.638 -1.733 -1.1300
C 0.118 1.426 -2.296 -0.3656
C 1.069 0.630 -1.680 -0.6548
C 1.646 1.066 -0.498 0.1487
C 1.302 2.277 0.088 1.1291
O 1.863 2.714 1.259 -0.4367
C 2.697 1.839 1.993 -0.1204
C 3.002 2.511 3.323 -1.4689
H 3.502 3.461 3.155 0.3152
H 2.079 2.697 3.868 0.3002
H 3.645 1.871 3.920 0.4476
H 2.189 0.880 2.158 0.1792
H 3.629 1.655 1.441 0.3727
H 2.378 0.431 -0.028 0.4168
C 1.430 -0.736 -2.235 0.5020
C 0.299 -1.672 -1.894 -0.1903
C -0.621 -2.051 -2.824 1.0366
C -1.730 -2.842 -2.455 -1.0295
C -1.903 -3.191 -1.149 1.0998
N -0.994 -2.811 -0.211 0.1965
C 0.169 -2.091 -0.528 0.2891
O 0.992 -1.852 0.346 -0.7722
C -1.204 -3.097 1.194 -1.2127
H -0.231 -2.966 1.673 0.6438
H -1.513 -4.135 1.315 0.5302
C -2.238 -2.139 1.860 -1.0987
N -1.722 -1.128 2.745 0.0795
C -0.943 -0.096 2.092 -0.8165
H -0.744 0.692 2.818 0.3566
H 0.014 -0.459 1.696 0.2638
H -1.519 0.327 1.269 0.2530
C -1.054 -1.650 3.918 -1.0120
H -0.930 -0.838 4.634 0.3337
H -1.676 -2.420 4.372 0.3337
H -0.062 -2.073 3.707 0.3368
H -2.795 -1.619 1.074 0.5941
H -2.945 -2.738 2.442 0.2611
C -3.069 -4.034 -0.738 -1.7478
H -3.657 -3.556 0.041 0.3307
H -3.708 -4.213 -1.597 0.3689
H -2.727 -4.998 -0.360 0.3454
H -2.428 -3.149 -3.213 0.4242
O -0.526 -1.719 -4.148 -0.5025
C 0.638 -1.150 -4.572 1.2453
C 1.605 -0.707 -3.735 -0.8490
C 2.776 -0.151 -4.258 -0.7578
N 3.737 0.308 -4.695 -0.5972
N 0.734 -1.161 -5.936 -0.5369
H -0.126 -1.289 -6.443 0.2443
H 1.427 -0.560 -6.349 0.2430
H 2.348 -1.080 -1.746 0.8216
H -0.356 1.111 -3.213 0.3706
H -0.956 3.277 -2.204 0.4421
H -0.474 3.027 2.236 -0.2084
H -0.735 4.531 3.130 0.3711
H -1.843 4.066 1.829 0.3021
```

---

x) ORCA calculation (ωB97M-V with the def2-TZVPD basis set) on a single C24H30N4O4 molecule.

XYZ file:
```
62
Properties=species:S:1:pos:R:3:mulliken_charge:R:1
C 4.109 5.410 3.445 -1.5381
C 3.045 4.709 2.657 0.9021
C 3.357 3.624 1.852 -1.1275
C 2.366 2.956 1.141 0.6036
C 1.049 3.395 1.219 -0.6710
C 0.719 4.483 2.014 0.7999
C 1.721 5.122 2.732 -0.6245
H 1.466 5.968 3.355 0.4195
C -0.702 4.949 2.116 -1.5952
H -1.262 4.689 1.221 0.3784
H -0.748 6.026 2.262 0.3970
H -1.188 4.473 2.968 0.3143
H 0.276 2.913 0.639 0.5404
C 2.778 1.797 0.303 0.1656
O 3.900 1.687 -0.166 -0.6719
N 1.820 0.862 0.104 -0.0696
H 0.985 0.878 0.667 0.2756
C 2.087 -0.358 -0.638 0.1076
C 0.785 -1.036 -0.966 0.1026
C -0.104 -1.394 0.028 -0.4299
C -1.306 -2.031 -0.276 -0.5000
C -1.696 -2.280 -1.613 1.1678
N -2.932 -2.726 -1.961 0.1139
C -4.100 -2.483 -1.143 -0.7273
H -4.294 -3.347 -0.489 0.2530
H -3.897 -1.619 -0.502 0.4490
C -5.358 -2.195 -1.960 -0.8277
C -5.238 -0.981 -2.881 -0.7532
H -6.132 -0.946 -3.508 0.3452
H -5.225 -0.068 -2.281 0.3493
C -3.993 -0.994 -3.774 -0.5308
C -3.662 -2.377 -4.334 -0.6952
H -4.544 -2.790 -4.824 0.4003
H -2.892 -2.261 -5.099 0.3610
C -3.163 -3.354 -3.240 -1.3148
H -3.896 -4.148 -3.078 0.5407
H -2.241 -3.844 -3.557 0.6014
H -4.158 -0.309 -4.609 0.4429
H -3.133 -0.618 -3.218 0.2409
H -5.638 -3.071 -2.544 0.3546
H -6.169 -2.017 -1.250 0.4449
C -0.737 -1.960 -2.598 -0.2006
C 0.457 -1.360 -2.283 -1.6500
H 1.148 -1.117 -3.076 0.4005
H -0.957 -2.152 -3.634 0.3510
N -2.036 -2.523 0.848 1.1199
O -2.569 -3.616 0.747 -0.6072
O -2.050 -1.846 1.860 -0.6501
H 0.143 -1.253 1.071 0.4841
H 2.587 -0.055 -1.566 0.5346
C 3.051 -1.304 0.133 -0.9945
C 3.008 -1.011 1.626 0.4283
O 2.117 -1.389 2.355 -0.6235
N 4.063 -0.296 2.071 -0.3729
H 4.059 0.010 3.032 0.2602
H 4.667 0.183 1.423 0.2345
H 4.067 -1.167 -0.234 0.2657
H 2.745 -2.338 -0.031 0.5267
H 4.378 3.284 1.759 0.4361
H 4.149 5.004 4.457 0.2927
H 5.084 5.273 2.986 0.3674
H 3.898 6.474 3.520 0.4024
```

---

Pick w): it beats the second-best structure by 39.9 kJ/mol.